# 1
Below is a structure of composition C27H32N5O4PPb, with properties calculated with ωB97M-V with the def2-TZVPD basis set.

Computed properties:
* DFT total energy: -2157.02194 hartree
* gap between HOMO and LUMO: 0.2466 Eh

Each line ends with the Löwdin charge.
Geometry (Å):
Pb (0.10, 0.35, -0.12)  1.318
C (1.21, -4.51, -1.44)  -0.060
N (0.76, -3.70, -2.56)  -0.156
C (1.60, -3.83, -3.74)  -0.050
C (0.08, -2.54, -2.24)  -0.443
N (-0.28, -2.20, -1.06)  0.049
N (-0.18, -1.71, -3.34)  0.139
C (-1.05, -0.61, -3.43)  -0.513
N (-1.51, -0.44, -4.71)  0.141
N (-1.34, 0.12, -2.43)  0.047
H (1.60, -5.45, -1.83)  0.086
H (0.38, -4.76, -0.78)  0.088
H (1.99, -4.01, -0.86)  0.104
H (1.73, -4.89, -3.95)  0.089
H (2.59, -3.38, -3.61)  0.102
H (1.15, -3.41, -4.64)  0.072
H (-0.03, -2.87, -0.35)  0.032
H (0.09, -2.08, -4.22)  0.093
H (-1.12, -0.94, -5.48)  0.091
H (-1.91, 0.45, -4.93)  0.102
H (-2.01, 0.85, -2.65)  0.071
C (3.56, 0.80, -2.07)  -0.029
C (3.61, 1.23, -0.62)  -0.556
C (5.00, 1.75, -0.26)  -0.013
O (3.30, 0.07, 0.15)  -0.086
C (2.59, 2.38, -0.39)  -0.660
O (2.73, 3.39, -1.07)  0.030
O (1.67, 2.16, 0.49)  -0.231
H (4.23, -0.05, -2.22)  0.085
H (3.86, 1.62, -2.72)  0.090
H (2.55, 0.49, -2.35)  0.064
H (5.77, 1.01, -0.53)  0.086
H (5.06, 1.92, 0.82)  0.074
H (5.20, 2.69, -0.77)  0.088
H (3.08, 0.38, 1.04)  0.030
O (-2.92, 1.28, 0.84)  -0.035
C (-1.76, 1.23, 1.20)  -0.458
C (-1.39, 1.84, 2.54)  -0.232
C (-2.05, 2.98, 3.00)  -0.023
C (-1.69, 3.55, 4.21)  -0.066
C (-0.69, 2.97, 4.99)  -0.072
C (-0.03, 1.84, 4.54)  -0.085
C (-0.36, 1.28, 3.30)  -0.311
P (0.43, -0.23, 2.65)  1.016
C (2.16, -0.16, 3.21)  -0.380
C (2.84, 1.06, 3.24)  -0.109
C (4.21, 1.09, 3.49)  -0.077
C (4.91, -0.09, 3.69)  -0.077
C (4.25, -1.30, 3.63)  -0.075
C (2.89, -1.34, 3.39)  -0.100
C (-0.36, -1.55, 3.64)  -0.348
C (0.05, -1.93, 4.91)  -0.091
C (-0.65, -2.89, 5.62)  -0.078
C (-1.78, -3.47, 5.07)  -0.085
C (-2.21, -3.10, 3.80)  -0.079
C (-1.50, -2.15, 3.08)  -0.092
H (-2.84, 3.40, 2.40)  0.117
H (-2.20, 4.44, 4.56)  0.104
H (-0.42, 3.41, 5.94)  0.104
H (0.74, 1.38, 5.15)  0.107
H (2.31, 1.98, 3.04)  0.109
H (4.72, 2.05, 3.51)  0.111
H (5.98, -0.05, 3.88)  0.105
H (4.80, -2.23, 3.77)  0.104
H (2.38, -2.30, 3.33)  0.106
H (0.93, -1.47, 5.35)  0.104
H (-0.32, -3.18, 6.61)  0.104
H (-2.34, -4.22, 5.62)  0.103
H (-3.10, -3.55, 3.37)  0.105
H (-1.83, -1.85, 2.09)  0.099

# 2
Below is a structure of composition C27H32N8OSV in a non-equilibrium geometry, with properties calculated with ωB97M-V with the def2-TZVPD basis set.

Computed properties:
* DFT total energy: -2902.79839 hartree
* gap between HOMO and LUMO (alpha / beta): 0.2309 / 0.2404 Eh
* 2S+1: 3
* charge: +3

Each line ends with the Löwdin charge.
Geometry (Å):
V (-0.59, 0.35, 0.30)  1.061
N (1.98, -0.62, -4.52)  0.239
C (1.80, -0.98, -3.05)  -0.285
C (2.96, -0.39, -2.27)  -0.092
C (2.94, -0.78, -0.79)  -0.325
N (1.87, -0.08, -0.02)  0.027
C (2.81, -2.29, -0.65)  -0.092
C (1.66, -2.91, -1.45)  -0.349
N (0.35, -2.51, -0.91)  0.053
C (1.75, -2.49, -2.92)  -0.098
H (2.03, 0.39, -4.67)  0.180
H (1.21, -0.98, -5.10)  0.181
H (2.85, -1.02, -4.89)  0.182
H (0.85, -0.54, -2.76)  0.145
H (3.00, 0.70, -2.39)  0.135
H (3.90, -0.79, -2.68)  0.145
H (3.90, -0.46, -0.39)  0.158
H (2.07, 0.92, -0.04)  0.076
H (2.02, -0.35, 0.95)  0.041
H (2.74, -2.57, 0.40)  0.133
H (3.74, -2.75, -1.01)  0.141
H (1.79, -3.99, -1.42)  0.154
H (0.37, -2.65, 0.10)  0.080
H (-0.35, -3.16, -1.25)  0.087
H (0.90, -2.90, -3.48)  0.133
H (2.66, -2.93, -3.35)  0.143
N (-1.44, -1.07, 4.10)  0.167
C (-0.65, -0.45, 5.13)  -0.213
C (-1.00, -0.66, 6.44)  0.006
C (-0.26, -0.06, 7.46)  -0.031
C (0.81, 0.76, 7.13)  -0.034
C (1.15, 0.97, 5.80)  -0.075
C (0.42, 0.36, 4.80)  -0.440
S (0.94, 0.64, 3.12)  1.049
N (-0.34, -0.15, 2.24)  -0.345
C (-1.27, -0.87, 2.80)  -0.304
C (-2.21, -1.55, 1.83)  -0.169
C (-3.25, -2.38, 2.20)  0.042
C (-3.98, -3.01, 1.20)  0.019
C (-3.67, -2.78, -0.13)  0.002
C (-2.63, -1.90, -0.42)  -0.125
N (-1.92, -1.30, 0.53)  -0.043
H (-2.19, -1.65, 4.42)  0.144
H (-1.85, -1.29, 6.69)  0.128
H (-0.53, -0.22, 8.49)  0.126
H (1.38, 1.23, 7.92)  0.126
H (1.99, 1.61, 5.56)  0.120
H (-3.49, -2.56, 3.23)  0.128
H (-4.80, -3.68, 1.46)  0.139
H (-4.21, -3.25, -0.93)  0.133
H (-2.37, -1.66, -1.44)  0.130
O (0.12, 1.92, 0.01)  -0.266
C (-0.05, 3.28, -0.04)  -0.268
C (1.05, 4.11, -0.11)  0.008
C (0.84, 5.48, -0.15)  -0.029
C (-0.45, 5.99, -0.12)  -0.038
C (-1.54, 5.14, -0.03)  0.003
C (-1.35, 3.76, 0.01)  -0.080
C (-2.46, 2.81, 0.12)  -0.216
N (-2.40, 1.47, 0.19)  0.024
C (-3.72, 1.04, 0.30)  -0.094
C (-4.55, 2.10, 0.28)  -0.019
N (-3.74, 3.20, 0.16)  0.150
H (2.05, 3.70, -0.13)  0.121
H (1.69, 6.15, -0.21)  0.125
H (-0.61, 7.06, -0.15)  0.124
H (-2.53, 5.58, 0.00)  0.118
H (-3.99, 0.01, 0.38)  0.092
H (-5.62, 2.18, 0.33)  0.139
H (-4.05, 4.16, 0.12)  0.170

# 3
Below is a structure of composition C27H33Cl5CuN5O2S, with properties calculated with ωB97M-V with the def2-TZVPD basis set.

Computed properties:
* DFT total energy: -5812.67204 hartree
* gap between HOMO and LUMO (alpha / beta): 0.1887 / 0.2649 Eh
* 2S+1: 2
* charge: -1

Each line ends with the Löwdin charge.
Geometry (Å):
Cu (-1.46, -0.01, -1.97)  0.049
Cl (-3.87, 6.65, 0.01)  0.629
C (-3.05, 5.24, -0.55)  -0.733
C (-3.71, 4.02, -0.66)  -0.708
Cl (-5.38, 3.93, -0.22)  0.656
C (-3.06, 2.89, -1.12)  -0.592
Cl (-3.89, 1.38, -1.25)  0.727
C (-1.68, 2.90, -1.48)  -0.492
O (-1.03, 1.88, -1.87)  -0.184
C (-1.04, 4.17, -1.37)  -0.621
Cl (0.63, 4.22, -1.78)  0.694
C (-1.70, 5.29, -0.91)  -0.714
Cl (-0.85, 6.79, -0.78)  0.648
S (-2.06, -2.11, -2.38)  0.609
C (-1.10, -2.43, -3.82)  -0.818
N (-0.82, -1.35, -4.66)  0.027
C (0.13, -1.48, -5.67)  -0.133
C (0.53, -2.75, -6.00)  -0.145
C (0.04, -3.82, -5.26)  -0.192
N (-0.73, -3.63, -4.12)  0.004
H (-1.01, -0.44, -4.29)  0.084
H (0.46, -0.58, -6.16)  0.096
H (1.23, -2.90, -6.81)  0.086
H (0.31, -4.84, -5.49)  0.071
C (2.49, -1.15, 1.17)  -0.045
N (1.79, -0.44, 0.12)  -0.051
C (0.92, 0.65, 0.53)  -0.142
C (1.75, -0.87, -1.19)  -0.483
O (0.93, -0.45, -2.00)  0.024
N (2.71, -1.81, -1.53)  -0.147
C (4.10, -1.58, -1.18)  -0.076
C (2.51, -2.47, -2.81)  -0.045
H (1.84, -1.22, 2.04)  0.083
H (3.41, -0.64, 1.47)  0.087
H (2.73, -2.16, 0.84)  0.087
H (1.48, 1.25, 1.25)  0.101
H (-0.81, -0.45, 0.60)  0.074
H (0.69, 1.26, -0.34)  0.108
H (4.19, -0.72, -0.51)  0.076
H (4.68, -1.36, -2.08)  0.088
H (4.54, -2.45, -0.69)  0.087
H (1.47, -2.76, -2.92)  0.072
H (3.13, -3.37, -2.83)  0.090
H (2.77, -1.83, -3.65)  0.092
C (-0.58, -3.05, 1.07)  -0.060
C (-1.48, -2.37, 2.10)  -0.363
C (-2.79, -1.87, 1.47)  -0.057
C (-0.81, -1.33, 2.99)  -0.141
C (-0.69, -1.64, 4.34)  -0.056
C (-0.15, -0.75, 5.25)  -0.099
C (0.19, 0.51, 4.82)  -0.063
C (0.06, 0.90, 3.48)  -0.133
C (0.29, 2.39, 3.23)  -0.364
C (-0.57, 3.04, 2.15)  -0.057
C (1.76, 2.81, 3.09)  -0.069
C (-0.34, -0.07, 2.54)  -0.160
N (-0.32, 0.23, 1.17)  0.091
H (-1.12, -3.86, 0.58)  0.081
H (0.31, -3.47, 1.55)  0.078
H (-0.26, -2.38, 0.27)  0.045
H (-1.78, -3.16, 2.80)  0.117
H (-2.63, -1.28, 0.57)  0.037
H (-3.37, -1.27, 2.17)  0.085
H (-3.40, -2.73, 1.16)  0.083
H (-1.03, -2.62, 4.67)  0.106
H (-0.05, -1.03, 6.29)  0.093
H (0.53, 1.25, 5.53)  0.110
H (-0.05, 2.84, 4.17)  0.120
H (-0.23, 2.81, 1.15)  0.050
H (-0.53, 4.13, 2.26)  0.087
H (-1.62, 2.73, 2.23)  0.093
H (2.07, 2.87, 2.05)  0.065
H (2.43, 2.11, 3.61)  0.077
H (1.92, 3.80, 3.52)  0.076